Density functional theory data (the ωB97M-V functional and the def2-TZVPD basis) for 2 unconnected molecules or ions with the total composition C3H10BNO2 in a non-equilibrium geometry.

**Energy above the lowest of the compared OMol25 structures with the same formula, charge and spin**: 394.8 kJ/mol
**LUMO energy**: 0.3 eV
**Orbital gap**: 8.32 eV
**Energy**: -350.31736 hartree
**Highest occupied orbital energy**: -0.29557 hartree

Bonds (Å) are listed after each position.
Geometry (Å):
1 O -1.222 1.764 -0.010  C4 1.458, B7 1.295
2 O -0.326 -1.264 0.550  C6 1.403
3 N 1.208 1.233 -0.238  C5 1.491, B7 1.378, H14 1.021
4 C -2.530 1.192 0.285  O1 1.458, H13 1.079, H16 1.152, H17 1.157
5 C 2.199 0.260 0.303  N3 1.491, H9 1.127, H11 1.022, H15 1.141
6 C 0.032 -2.257 -0.373  O2 1.403, H8 1.041, H10 1.147, H12 1.049
7 B -0.142 1.049 -0.033  O1 1.295, N3 1.378
8 H -0.300 -2.071 -1.341  C6 1.041
9 H 2.776 -0.220 -0.537  C5 1.127
10 H 1.159 -2.443 -0.272  C6 1.147
11 H 1.712 -0.471 0.826  C5 1.022
12 H -0.583 -3.085 -0.182  C6 1.049
13 H -2.382 0.367 0.964  C4 1.079
14 H 1.491 2.111 -0.677  N3 1.021
15 H 2.845 0.940 0.953  C5 1.141
16 H -2.708 0.827 -0.792  C4 1.152
17 H -3.231 2.067 0.574  C4 1.157